[1]
6 unconnected molecules or ions with the total composition C4H20NO5S in a non-equilibrium geometry, computed with wB97M-V/def2-TZVPD.

The calculation puts the HOMO energy at -3.683 eV. The value obtained for the energy above the lowest of the compared OMol25 structures with the same formula, charge and spin is 2.528 eV. As for the electronic energy: -27033.724 eV. As for the charge: -1.

```
31
C4H20NO5S | the Open Molecules 2025 dataset | wB97M-V/def2-TZVPD
C -0.52 -0.88 -0.83
C -0.10 -0.54 -2.29
S 0.34 1.21 -2.88
C -0.31 -2.41 -0.52
N 0.61 -2.74 0.59
C 1.89 -2.08 0.34
H 0.25 -0.34 -0.28
H -1.55 -0.72 -0.46
H -0.92 -1.13 -2.92
H 0.81 -1.13 -2.47
H -1.25 -2.89 -0.33
H -0.09 -3.15 -1.48
H -0.04 -2.26 1.32
H 2.61 -3.01 0.02
H 2.38 -1.79 1.40
H 2.13 -1.33 -0.36
H -0.35 0.02 3.40
H 0.67 1.04 2.96
O 0.06 0.93 3.63
H 0.01 3.14 -0.58
H 0.79 1.80 -0.54
O 0.40 2.40 0.03
H -1.68 2.21 -1.82
H -2.21 1.30 -0.80
O -2.19 2.19 -0.98
H 2.50 1.33 1.93
H 0.98 1.34 1.32
O 1.69 0.74 1.71
H -1.56 -0.40 2.15
H -2.18 -1.75 2.50
O -2.05 -0.88 2.72
```

Atom charges from the natural (NBO) analysis, given in e for atoms 1 to 4: atom 1 (C): -0.48, atom 2 (C): -0.50, atom 3 (S): -0.70, atom 4 (C): -0.23

---

[2]
A molecular structure, C3H17AgN4O9 in a non-equilibrium geometry, computed with wB97M-V/def2-TZVPD.

The calculation puts the HOMO energy (spin up / spin down) at -16.193 / -16.190 eV. The value obtained for the energy above the lowest of the compared OMol25 structures with the same formula, charge and spin is 0.000 eV. As for the electronic energy: -31756.256 eV. The expectation value of S² is 2.011. As for the charge: +2. Its spin multiplicity is 3.

```
34
C3H17AgN4O9 | the Open Molecules 2025 dataset | wB97M-V/def2-TZVPD
Ag -6.91 -1.55 -30.00
O -7.38 -5.62 -30.63
C -7.28 -4.38 -30.29
O -7.32 -3.47 -31.13
O -7.05 -3.98 -29.11
H -7.27 -5.75 -31.58
O -6.58 -1.46 -27.67
H -7.09 -1.97 -27.04
H -6.50 -0.59 -27.27
O -7.24 0.78 -29.54
H -6.97 1.24 -28.75
H -7.93 1.32 -29.92
O -5.55 -0.64 -31.80
H -5.72 0.28 -32.01
H -5.04 -0.96 -32.54
O -4.52 -2.48 -29.90
H -4.42 -2.95 -30.73
H -3.67 -2.07 -29.75
C -8.96 -0.64 -32.94
O -8.42 -0.79 -31.93
N -8.66 0.28 -33.85
N -9.73 -1.58 -33.31
H -8.03 0.97 -33.46
H -9.11 0.29 -34.75
H -9.92 -1.65 -34.30
H -9.89 -2.34 -32.67
C -10.14 -1.51 -29.10
O -8.93 -1.52 -29.14
N -10.92 -1.20 -30.08
N -10.82 -1.64 -28.03
H -11.90 -1.17 -29.86
H -10.43 -1.22 -30.97
H -11.77 -1.33 -27.91
H -10.24 -1.82 -27.22
```

Atom charges from the natural (NBO) analysis, given in e for atoms 1 to 4: atom 1 (Ag): 1.53, atom 2 (O): -0.60, atom 3 (C): 0.95, atom 4 (O): -0.54

---

[3]
C5H11ClN2 in the gas phase in a non-equilibrium geometry, computed with wB97M-V/def2-TZVPD.

The calculation puts the HOMO energy at -9.326 eV. The value obtained for the energy above the lowest of the compared OMol25 structures with the same formula, charge and spin is 2.975 eV. As for the SMILES: NC[C@@]1(Cl)CCNC1. As for the electronic energy: -20862.918 eV.

```
19
C5H11ClN2 | the Open Molecules 2025 dataset | wB97M-V/def2-TZVPD
C -0.06 -1.42 -0.93
C -0.28 -0.20 -0.09
C 0.65 -0.16 1.17
C 1.17 1.15 1.03
C 0.07 1.07 -0.77
H 1.88 -1.93 -0.44
H 1.58 -0.78 -1.48
H -0.56 -1.21 -2.04
H -0.75 -2.33 -0.66
H -0.04 -0.41 1.98
H 1.46 -1.04 1.19
H 2.18 1.42 1.74
H 0.22 2.00 1.28
H 1.73 2.16 -0.88
H 0.10 1.07 -1.85
H -0.69 1.88 -0.53
N 1.37 -1.75 -1.34
N 1.36 1.37 -0.43
Cl -2.08 -0.05 0.68
```

Atom charges from the natural (NBO) analysis, given in e for atoms 1 to 4: atom 1 (C): -0.30, atom 2 (C): 0.13, atom 3 (C): -0.50, atom 4 (C): -0.23